1.
16
Properties=species:S:1:pos:R:3:nbo_charge:R:1 method="wB97M-V/def2-TZVPD" charge=-1 molar_mass_g_mol=96.1 homo_lumo_gap_ev=8.37 lumo_ev=4.2 e_tot_ev=-9869.430
C -0.87565 2.06009 0.52529 -0.412
N -0.84019 0.71427 1.05499 -0.681
C -0.86382 -0.32209 -0.00332 0.102
O 0.36147 -0.44916 -0.68093 -0.923
H -0.01275 2.68089 0.80071 0.177
H -1.75034 2.59997 0.89118 0.155
H -0.92687 2.07872 -0.56629 0.183
H 0.01374 0.54939 1.57242 0.368
H -1.60051 0.05445 -0.71838 0.119
H -1.09388 -1.25689 0.50135 0.134
H 0.28228 -1.76907 -1.23836 0.497
H 0.54952 -2.18219 -2.72347 0.437
O 0.33203 -2.61313 -1.89090 -1.060
H 1.46891 -0.44442 0.39261 0.505
H 2.76219 -1.23490 0.96103 0.449
O 2.19387 -0.46594 1.12209 -1.051


2.
128
Properties=species:S:1:pos:R:3:lowdin_spin:R:1 method="wB97M-V/def2-TZVPD" molar_mass_g_mol=1232.1 homo_lumo_gap_ev="6.59 / 6.15" s2=0.799 lumo_ev="-0.6 / -1.1" multiplicity=2 e_tot_ev=-165245.442
Ti 1.13648 0.18189 -0.26186 0.010
C 4.99435 -0.53587 -0.29157 0.000
Si 3.37602 -0.90102 0.61744 0.000
C 3.61526 -0.65522 2.48262 0.000
C 4.84817 -0.87900 3.10080 0.000
C 4.93928 -1.11905 4.46303 0.000
C 3.78720 -1.17917 5.23764 0.000
C 2.56157 -0.90526 4.65583 0.000
C 2.48118 -0.59406 3.29756 0.000
P 0.93764 0.03017 2.55637 0.031
C 0.70568 1.68549 3.36015 0.238
C 0.11058 4.01748 2.47397 0.039
C 0.46481 4.94895 3.58626 0.261
C 1.14784 4.58597 4.69999 0.014
C 1.71309 3.31963 4.98287 0.294
C 1.61994 2.08749 4.29361 0.005
C -0.29369 -1.06127 3.35941 0.013
C -0.06912 -2.43737 3.31736 0.001
C -0.98367 -3.31932 3.87342 0.001
C -2.13845 -2.83640 4.47541 -0.001
C -2.36504 -1.46830 4.52768 0.001
C -1.44628 -0.58524 3.97598 0.003
C 3.32965 -2.83254 0.70557 0.000
C 4.31642 -3.60216 1.33103 0.000
C 4.20235 -4.98007 1.42669 0.000
C 3.09447 -5.63335 0.89523 0.000
C 2.11353 -4.90165 0.24964 0.000
C 2.24093 -3.51565 0.16125 0.000
P 1.13755 -2.46309 -0.80337 0.001
C -0.39057 -3.44678 -1.00039 0.000
C -0.87000 -3.94738 -2.20798 0.000
C -2.05250 -4.67504 -2.24705 0.000
C -2.76423 -4.92248 -1.08228 0.000
C -2.28342 -4.44321 0.12858 0.000
C -1.10980 -3.70781 0.16392 0.000
C 1.91434 -2.51603 -2.46031 0.000
C 3.21423 -2.97627 -2.65963 0.000
C 3.79647 -2.90089 -3.92135 0.000
C 3.08455 -2.38377 -4.99340 0.000
C 1.78273 -1.93443 -4.80443 0.000
C 1.21066 -1.99395 -3.54575 0.000
H 5.85353 -0.90127 0.27667 0.000
H 5.01721 -1.07269 -1.24589 0.000
H 5.14225 0.52838 -0.47987 0.000
H 5.75535 -0.88972 2.50715 0.000
H 5.90704 -1.28983 4.91839 0.000
H 3.84769 -1.41189 6.29298 0.000
H 1.66372 -0.90035 5.26356 0.000
H -0.70126 4.47165 1.90488 0.004
H 0.16513 5.98535 3.48177 0.014
H 1.36044 5.36311 5.42625 -0.006
H 2.39020 3.30122 5.82978 0.017
H 2.39029 1.39343 4.58851 -0.004
H 0.83599 -2.82440 2.85708 0.000
H -0.78921 -4.38441 3.83917 0.000
H -2.85281 -3.52290 4.91155 0.000
H -3.25634 -1.08333 5.00661 0.000
H -1.62786 0.48053 4.03325 0.001
H 5.18096 -3.11955 1.77124 0.000
H 4.97501 -5.55110 1.92680 0.000
H 3.00403 -6.70883 0.97851 0.000
H 1.25664 -5.40082 -0.18711 0.000
H -0.32353 -3.78706 -3.12756 0.000
H -2.41193 -5.05670 -3.19436 0.000
H -3.68441 -5.49148 -1.11747 0.000
H -2.82058 -4.63604 1.04931 0.000
H -0.74655 -3.34040 1.11546 0.000
H 3.77733 -3.39565 -1.83566 0.000
H 4.80821 -3.25940 -4.06376 0.000
H 3.54048 -2.33263 -5.97395 0.000
H 1.22078 -1.52173 -5.63320 0.000
H 0.21244 -1.61577 -3.38535 0.000
S 2.81561 1.85267 0.24560 0.000
C 1.33899 2.67757 0.75359 0.004
C 1.30011 3.71403 1.59375 0.021
C -0.43568 2.63321 3.00264 0.028
C -1.38968 2.13294 1.96538 0.001
C -1.00662 1.87029 0.71713 0.002
N 0.31532 1.87175 0.25895 0.001
H 2.25097 4.16124 1.85733 0.001
H -0.98339 2.82254 3.93265 0.007
H -2.45049 2.13004 2.19117 0.000
H -1.73437 1.59928 -0.03206 0.000
C -3.51455 -1.40643 -3.16869 0.000
N -2.30174 -0.69493 -2.80461 0.000
C -1.56559 -0.16288 -3.94029 0.000
C -1.93232 -0.49767 -1.52056 0.000
O -0.71839 -0.35869 -1.19612 0.000
N -2.90836 -0.54245 -0.57935 0.000
C -4.22796 0.03561 -0.80305 0.000
C -2.62413 -0.90463 0.79475 0.000
H -3.27329 -2.07140 -4.00006 0.000
H -4.30939 -0.73103 -3.49264 0.000
H -3.86120 -2.01567 -2.33806 0.000
H -2.15629 0.60871 -4.43431 0.000
H -1.35163 -0.97280 -4.64425 0.000
H -0.64086 0.28976 -3.60887 0.000
H -4.22483 0.63778 -1.70710 0.000
H -4.44457 0.71004 0.02780 0.000
H -5.01089 -0.72566 -0.84410 0.000
H -1.57601 -1.15811 0.91041 0.000
H -2.84811 -0.07552 1.46395 0.000
H -3.22865 -1.76816 1.08443 0.000
I 1.61568 3.59931 -5.39943 0.000
C 2.01930 2.11845 -4.03186 0.000
C 3.12612 1.30323 -3.94838 0.000
N 2.92867 0.48706 -2.90284 0.000
N 1.74895 0.71604 -2.31223 0.000
C 1.18866 1.72176 -2.97815 0.000
H 4.01571 1.24357 -4.55196 0.000
H 3.52738 -0.24753 -2.56275 0.000
H 0.23364 2.13713 -2.67861 0.000
O -5.19310 5.31664 -5.34105 0.000
S -4.04486 5.66419 -4.54903 0.000
O -3.23675 6.77038 -4.98166 0.000
N -3.11460 4.33435 -4.28160 0.000
C -3.11296 3.98746 -3.02455 0.000
S -2.28412 2.65428 -2.38172 0.000
C -3.93015 4.88092 -2.13085 0.000
C -4.11263 4.80928 -0.76065 0.000
C -4.91130 5.76933 -0.15186 0.000
C -5.51234 6.78061 -0.89823 0.000
C -5.32331 6.85543 -2.27303 0.000
C -4.52720 5.89133 -2.85589 0.000
H -3.62633 4.02153 -0.19873 0.000
H -5.06828 5.73777 0.91934 0.000
H -6.12929 7.51765 -0.40015 0.000
H -5.77934 7.63873 -2.86426 0.000


3.
45
Properties=species:S:1:pos:R:3:nbo_charge:R:1 method="wB97M-V/def2-TZVPD" charge=+4 molar_mass_g_mol=454.1 homo_lumo_gap_ev="5.76 / 5.81" lumo_ev="-16.9 / -16.9" e_tot_ev=-44162.202
N -0.09721 -3.19083 1.58734 -0.533
C -0.39066 -3.45937 2.67744 0.447
C -0.80322 -3.90066 3.99464 -0.758
H -0.38095 -3.24432 4.76950 0.279
H -0.45336 -4.93020 4.16052 0.317
H -1.89987 -3.88269 4.05513 0.296
N 0.22786 -0.99664 -3.07801 -0.589
C -0.14041 -1.17815 -4.16092 0.532
C -0.60785 -1.40224 -5.51020 -0.769
H -0.32079 -2.40326 -5.85440 0.311
H -0.16898 -0.66492 -6.19366 0.310
H -1.70089 -1.31890 -5.55618 0.308
N 1.76012 2.82372 0.05909 -0.556
C 1.98940 3.78404 0.67090 0.464
C 2.28778 5.02244 1.35657 -0.763
H 1.65826 5.82402 0.94810 0.308
H 3.34321 5.28847 1.21091 0.314
H 2.09785 4.91826 2.43297 0.282
Sn 1.11223 -0.50040 -0.26331 1.538
C -0.39552 1.30250 -1.09030 0.601
O -1.21311 2.10112 -1.18746 -0.349
C -1.34412 -1.43773 -0.31745 0.607
O -2.48049 -1.44909 -0.17900 -0.363
C 2.52085 -2.36406 0.11808 -0.208
C 2.82465 -1.39694 1.11489 -0.232
C 3.23198 -0.09963 0.73094 -0.162
C 3.33850 0.23258 -0.63184 -0.225
C 3.02680 -0.71923 -1.62677 -0.221
C 2.61884 -2.01784 -1.25648 -0.205
H 2.12172 -3.33936 0.41247 0.346
H 2.69170 -1.64076 2.17405 0.323
H 3.47173 0.65453 1.48512 0.311
H 3.68396 1.22211 -0.91991 0.334
H 3.14707 -0.46090 -2.68125 0.336
H 2.37350 -2.75174 -2.03364 0.337
C -3.06157 1.28670 1.90625 -0.806
S -1.37595 1.80449 2.21808 1.456
C -1.46509 1.94004 3.99613 -0.803
O -0.50119 0.59910 1.93501 -0.631
H -3.74455 1.94948 2.44656 0.320
H -3.18147 0.24734 2.22294 0.299
H -3.23365 1.37517 0.83076 0.284
H -1.59899 0.93980 4.42020 0.303
H -0.51716 2.37228 4.33235 0.297
H -2.29098 2.60596 4.26590 0.316


4.
80
Properties=species:S:1:pos:R:3:lowdin_spin:R:1 method="wB97M-V/def2-TZVPD" charge=+4 molar_mass_g_mol=674.0 homo_lumo_gap_ev="5.19 / 2.78" s2=6.076 lumo_ev="-12.3 / -14.7" multiplicity=5 e_tot_ev=-126844.990
C -0.49146 6.55303 -3.55310 0.096
C -0.68564 5.18612 -3.89131 0.010
C -0.98042 4.94458 -5.27537 0.091
C -1.08253 6.01840 -6.14360 0.074
N -0.90520 7.28987 -5.80230 0.767
C -0.62378 7.53583 -4.53420 0.075
C -0.58976 4.15399 -2.94159 0.250
C -0.49760 3.30867 -1.99663 -0.039
C -1.00872 2.54221 -0.80423 0.042
C 0.03379 2.32598 0.17046 0.029
C -0.21551 1.33923 1.17086 0.015
C -1.43357 0.59447 1.17030 0.048
C -2.44953 0.95040 0.29945 0.021
C -2.25495 1.93147 -0.64098 0.019
Pd 0.45106 1.38904 -1.73996 0.499
P 1.93930 -1.35871 0.33971 0.560
H -1.12768 3.94193 -5.65458 0.006
H -0.25268 6.84239 -2.55155 0.007
H -1.34264 5.83319 -7.18913 0.017
H -0.51022 8.57578 -4.26138 0.016
H -2.97194 2.35908 -1.32926 0.001
H 0.80252 3.07830 0.33534 0.001
H -3.43209 0.54569 0.56637 0.000
H 0.41004 1.16018 2.05315 0.000
C 2.06890 -2.71351 1.55906 0.065
C 3.11464 -3.77674 1.37719 0.021
H 1.06318 -3.14572 1.64549 0.010
H 2.17924 -2.17266 2.47098 0.003
H 3.15626 -4.42657 2.24649 0.005
H 2.90332 -4.42475 0.52891 0.001
H 4.11968 -3.37026 1.26660 0.000
C 2.89595 -1.86552 -1.15046 0.098
C 3.62743 -0.63944 -1.70381 0.005
H 2.08014 -2.25579 -1.83505 0.008
H 3.49859 -2.65732 -0.87154 0.014
H 3.63450 -0.64721 -2.78447 0.001
H 3.15184 0.31042 -1.39825 0.003
H 4.66287 -0.63979 -1.38112 0.000
C 3.03917 -0.21056 1.28381 0.079
C 4.46292 -0.67273 1.54603 0.042
H 2.53049 -0.05946 2.24374 0.000
H 3.01791 0.77987 0.82302 0.000
H 5.04471 0.18866 1.88365 0.010
H 4.50030 -1.40268 2.35600 0.001
H 4.96053 -1.08281 0.66045 0.001
Br -1.31992 -0.90227 2.33768 0.028
P -2.26118 -3.16340 -1.39522 0.598
C -0.50066 -3.45258 -1.30404 0.089
C -0.19336 -4.93342 -1.61773 0.020
H -0.18709 -3.20154 -0.28911 0.020
H -0.04337 -2.77904 -2.04102 0.001
H 0.88333 -5.07470 -1.82550 0.001
H -0.44474 -5.60149 -0.76898 0.000
H -0.76495 -5.29143 -2.50114 0.005
C -2.74536 -3.17137 0.39308 0.102
C -4.20184 -3.63604 0.57291 0.010
H -2.59695 -2.11756 0.68053 0.018
H -2.03358 -3.84287 0.89485 0.001
H -4.41294 -3.66016 1.65988 0.000
H -4.93411 -2.94796 0.08879 0.000
H -4.36699 -4.65125 0.16009 0.002
C -2.48236 -1.48877 -2.01290 0.087
C -2.78892 -1.63470 -3.48897 0.023
H -1.57205 -0.96953 -1.80536 0.013
H -3.30569 -1.03132 -1.45168 0.001
H -3.12988 -0.70558 -3.90957 0.001
H -1.90723 -1.91797 -4.05131 0.001
H -3.55686 -2.38122 -3.66891 0.007
C -1.02943 1.83078 4.58631 0.000
N -0.08103 1.20243 5.51316 0.000
C -0.19663 1.42421 6.94554 0.000
C 1.07674 0.66633 5.05171 0.000
O 1.43253 0.74759 3.87560 0.001
H -1.78657 2.37736 5.14656 0.000
H -1.54867 1.07384 3.99246 0.000
H -0.52868 2.51271 3.89941 0.000
H 0.43159 0.68710 7.46290 0.000
H 0.18472 2.42876 7.20890 0.000
H -1.22726 1.30246 7.28706 0.000
H 1.64611 0.14600 5.81082 0.000


5.
8
Properties=species:S:1:pos:R:3:nbo_charge:R:1 method="wB97M-V/def2-TZVPD" molar_mass_g_mol=126.2 homo_lumo_gap_ev=8.74 lumo_ev=0.2 e_tot_ev=-28878.497
C -0.13990 0.41518 0.96934 0.035
O 0.56698 -0.60772 0.65589 -0.678
O 1.03938 -1.96959 -1.43611 -0.868
O -0.66990 -0.01148 -1.21979 -0.882
S 0.71113 1.44750 2.09820 0.041
S -0.13257 -1.45899 -0.70790 1.688
H -1.10298 -0.06804 -2.19431 0.523
H -0.27215 2.25314 1.83469 0.141


6.
48
Properties=species:S:1:pos:R:3:nbo_charge:R:1 method="wB97M-V/def2-TZVPD" molar_mass_g_mol=359.4 homo_lumo_gap_ev=3.80 lumo_ev=-3.1 e_tot_ev=-31820.615
C -0.15506 3.11913 1.01668 -0.694
C 0.72244 1.99489 1.55243 0.649
N 1.70967 1.60893 0.67691 -0.831
C 2.41633 0.45098 0.90275 0.649
C 3.16637 -0.02699 -0.33282 -0.698
O 2.50838 -0.21991 1.94063 -0.627
O 0.46064 1.54285 2.67450 -0.629
H 0.16385 3.46571 0.02557 0.173
H -1.20214 2.79614 0.97603 0.227
H -0.15294 3.94481 1.73059 0.215
H 2.95780 0.60824 -1.20234 0.180
H 4.23976 -0.05277 -0.12414 0.213
H 2.90822 -1.06486 -0.56439 0.227
C -4.36628 5.35818 -4.59918 -0.217
C -3.50456 6.44107 -4.38821 -0.188
C -2.18585 6.40203 -4.84973 -0.268
C -1.75599 5.25986 -5.52889 0.290
O -0.38577 5.11680 -5.80652 -0.517
C 0.52936 4.94081 -4.76763 0.415
C 0.88748 3.62160 -4.45143 -0.274
C 1.53676 3.38375 -3.27008 -0.079
C 2.01826 4.45603 -2.45771 -0.118
C 2.51759 4.11152 -1.18041 0.137
C 3.23293 4.96260 -0.29119 -0.173
C 4.30111 4.38218 0.44749 -0.105
C 5.07643 5.16766 1.28178 -0.205
C 4.83874 6.54688 1.38561 -0.137
C 3.73471 7.11350 0.73330 -0.226
C 2.89730 6.33508 -0.05233 -0.144
C 1.85984 5.78278 -2.96099 -0.104
C 0.98850 6.02681 -4.01623 -0.276
C -2.62898 4.20958 -5.85220 -0.253
C -3.92012 4.24490 -5.32198 -0.187
H -5.39743 5.40712 -4.24153 0.225
H -3.85681 7.32767 -3.86582 0.222
H -1.48971 7.21988 -4.67335 0.219
H 0.58256 2.80609 -5.10502 0.250
H 1.67355 2.36533 -2.88244 0.250
H 2.36715 3.07284 -0.85745 0.303
H 4.47184 3.30758 0.32256 0.250
H 5.87875 4.69101 1.83829 0.235
H 5.45941 7.13103 2.06549 0.230
H 3.54024 8.17778 0.86216 0.229
H 1.95045 6.72831 -0.43850 0.226
H 2.34641 6.63788 -2.47846 0.236
H 0.65566 7.03195 -4.29382 0.242
H -2.27413 3.37211 -6.45839 0.233
H -4.59473 3.40055 -5.48530 0.226


In kJ/mol, the energy above the lowest of the compared OMol25 structures with the same formula, charge and spin values for the records above are, in order, 32.9; 383.5; 6.1; 69.9; 284.6; 612.1.